#w
One molecule with the formula C21H26N4O4S2, computed with ωB97M-V/def2-TZVPD.

Its SMILES is Cc1ccccc1OCC(=O)NC(=S)Nc1ccccc1N1CCN(S(C)(=O)=O)CC1. Its LUMO energy is 0.25 eV. For the gap between HOMO and LUMO, the calculation gives 8.30 eV.

XYZ file:
```
57
Properties=species:S:1:pos:R:3:nbo_charge:R:1
S -0.074 1.869 -5.968 2.314
S -2.738 -0.810 2.240 -0.202
O -1.443 2.234 -6.190 -0.941
O 0.634 1.178 -7.004 -0.943
O 0.768 1.819 4.050 -0.516
O 1.173 0.873 0.634 -0.616
N -0.887 -0.846 0.285 -0.613
N -0.027 -0.670 -2.246 -0.460
N 0.081 0.998 -4.544 -0.700
N -0.514 0.500 2.126 -0.637
C 1.950 -0.320 4.169 -0.317
C 0.972 -0.854 -3.275 -0.219
C 1.898 -1.515 6.249 -0.226
C -2.144 -3.723 -2.448 -0.203
C 0.853 3.360 -5.537 -0.858
C -2.292 -2.784 -0.249 -0.224
C 0.755 0.602 6.061 -0.081
C 2.307 -1.419 4.934 -0.195
C 0.647 1.064 1.715 0.664
C -0.915 -1.710 -1.937 0.123
C -0.091 1.694 6.638 -0.625
C 1.241 2.022 2.748 -0.162
C -1.013 1.132 -3.610 -0.230
C -0.529 0.693 -2.222 -0.228
C -1.276 -2.714 -2.828 -0.245
C 1.182 0.689 4.730 0.351
C -1.335 -0.421 1.468 0.279
C -2.667 -3.748 -1.168 -0.220
C 1.125 -0.506 6.802 -0.180
C -1.408 -1.779 -0.614 0.178
C 0.519 -0.376 -4.661 -0.242
H 1.867 3.058 -5.314 0.242
H -0.293 -1.007 -5.047 0.181
H 2.273 -0.269 3.141 0.219
H -0.862 0.773 3.040 0.445
H -1.074 1.696 6.167 0.223
H 0.364 2.664 6.448 0.224
H 0.800 -0.581 7.829 0.212
H -1.358 0.775 -1.519 0.221
H 0.828 4.028 -6.389 0.247
H 0.930 3.037 2.477 0.228
H 1.343 -0.400 -5.374 0.240
H 0.287 1.350 -1.900 0.209
H 2.335 1.973 2.687 0.212
H 1.261 -1.905 -3.311 0.220
H -3.354 -4.525 -0.874 0.216
H 2.904 -2.200 4.489 0.217
H -2.419 -4.484 -3.163 0.215
H -1.871 0.517 -3.918 0.194
H 2.175 -2.372 6.844 0.216
H -0.217 1.559 7.708 0.217
H -0.012 -0.418 -0.037 0.457
H -0.887 -2.707 -3.834 0.212
H 1.844 -0.260 -2.977 0.205
H 0.380 3.818 -4.679 0.235
H -2.667 -2.825 0.759 0.246
H -1.327 2.175 -3.601 0.220
```

---

#x
One molecule with the formula C21H26N4O4S2, computed with ωB97M-V/def2-TZVPD.

Its SMILES is N#CCCN(Cc1cccnc1)S(=O)(=O)c1ccc(S(=O)(=O)N2CCCCCC2)cc1. Its LUMO energy is 0.00 eV. For the gap between HOMO and LUMO, the calculation gives 9.52 eV.

XYZ file:
```
57
Properties=species:S:1:pos:R:3:nbo_charge:R:1
S 0.259 3.673 -0.061 2.336
S -1.348 -1.836 -2.718 2.308
O 1.569 4.015 -0.541 -0.941
O -0.489 -2.108 -3.834 -0.939
O -0.830 4.561 -0.352 -0.934
O -2.763 -1.803 -2.943 -0.938
N 0.276 3.364 1.564 -0.709
N 1.893 -0.483 0.187 -0.442
N -1.068 -2.951 -1.475 -0.674
N -0.364 -6.708 -2.443 -0.323
C 0.469 1.688 -1.946 -0.189
C -1.525 0.115 -0.812 -0.199
C -1.370 3.222 3.409 -0.395
C 2.223 -1.948 -2.138 -0.147
C 0.109 0.493 -2.550 -0.174
C -0.868 -0.285 -1.961 -0.308
C 1.534 2.941 2.134 -0.232
C 0.154 1.180 3.411 -0.399
C 0.301 -3.443 -1.470 -0.261
C -0.604 4.112 2.431 -0.220
C 1.132 -1.530 -0.068 0.061
C -1.186 -5.914 -2.485 0.281
C 3.032 -0.855 -1.870 -0.261
C 1.485 1.532 2.740 -0.426
C -2.229 -4.924 -2.500 -0.549
C -0.168 2.079 -0.785 -0.307
C -0.473 2.304 4.240 -0.408
C 1.239 -2.299 -1.224 -0.089
C -2.114 -3.936 -1.321 -0.202
C -1.174 1.317 -0.221 -0.130
C 2.818 -0.148 -0.698 0.048
H 0.308 2.888 4.730 0.196
H 2.276 2.971 1.335 0.235
H 0.390 -4.183 -0.668 0.229
H 0.571 0.149 -3.462 0.250
H -0.024 4.856 2.995 0.182
H -3.047 -3.375 -1.256 0.242
H 0.329 0.314 4.054 0.211
H -1.948 -4.474 -0.383 0.216
H 3.411 0.721 -0.445 0.200
H 1.237 2.325 -2.356 0.252
H -1.088 1.859 5.026 0.211
H -2.089 2.610 2.860 0.191
H -2.185 -4.359 -3.436 0.268
H 0.394 -1.770 0.686 0.196
H 2.342 -2.518 -3.048 0.228
H -3.191 -5.440 -2.448 0.262
H 2.291 1.465 3.474 0.198
H 1.835 3.669 2.897 0.189
H -1.303 4.644 1.784 0.245
H -2.300 -0.514 -0.404 0.234
H -1.668 1.676 0.666 0.225
H 0.552 -3.924 -2.423 0.221
H -1.936 3.877 4.075 0.213
H -0.559 0.872 2.644 0.190
H 3.807 -0.557 -2.558 0.226
H 1.675 0.793 1.961 0.253
```

---

Top of the stability list: #w, leading by 1.631 eV.